Computed, not measured: C47H38BrKN9O5Se as an isolated structure, with ωB97M-V/def2-TZVPD.

Geometry as XYZ:
```
102
C47H38BrKN9O5Se ωB97M-V/def2-TZVPD
Br 5.076 4.808 -4.600
Se 3.011 -3.190 -1.734
K 0.804 1.186 0.628
O 1.612 0.759 -1.819
O -1.218 2.601 1.169
O 2.224 -0.539 1.678
O 4.747 -0.944 2.121
O 2.561 2.785 -0.455
N 0.600 -2.780 -0.291
N 1.946 -0.872 -4.143
N -0.931 -0.584 -1.885
N 2.213 -3.403 1.024
N 1.686 0.540 -5.858
N -0.379 0.554 2.845
N -3.078 -0.404 -1.394
N -8.743 0.465 2.222
N -1.656 1.136 2.962
C -1.396 -2.692 2.847
C 1.856 0.463 3.853
C 0.454 0.881 3.751
C 0.925 -3.307 3.196
C 3.514 -3.778 1.526
C 2.635 -0.175 2.823
C -4.200 -0.239 0.763
C 6.106 -1.195 2.350
C 0.060 -2.816 0.989
C -6.570 0.172 0.856
C -5.357 -0.056 1.498
C 2.912 2.718 -1.761
C -5.231 3.684 1.164
C -1.802 -0.285 -0.948
C -1.921 2.076 2.087
C 4.026 -0.408 3.163
C -4.102 2.444 3.371
C 2.704 1.492 -3.839
C -1.216 -2.592 1.476
C -1.680 -0.917 -2.995
C -3.344 2.596 2.213
C 3.988 3.503 -3.751
C 4.570 -0.106 4.386
C 0.587 -1.123 -7.394
C -7.775 0.344 1.614
C -5.411 2.904 3.425
C 2.395 1.626 -2.491
C 0.950 -2.933 -5.222
C 1.099 -3.200 1.828
C -0.341 -3.032 3.692
C 1.195 -0.702 -6.212
C 2.120 0.398 -4.631
C 3.708 3.653 -2.396
C 1.910 -3.117 -0.252
C -5.985 3.520 2.318
C -3.004 -0.819 -2.710
C -6.611 0.240 -0.536
C 2.870 3.924 0.331
C -5.457 0.064 -1.271
C -4.252 -0.193 -0.625
C 3.497 2.449 -4.480
C 1.361 -1.605 -5.149
C 0.350 -3.329 -6.404
C 2.465 0.773 5.085
C 3.775 0.491 5.377
C 0.169 -2.437 -7.473
C -3.918 3.234 1.118
H -0.511 -3.068 4.759
H -2.367 -2.477 3.272
H -5.309 -0.073 2.577
H 0.014 -4.352 -6.507
H -3.879 -1.021 -3.299
H -5.990 2.781 4.332
H 0.173 -2.404 -1.123
H 5.613 -0.310 4.593
H 0.120 1.562 4.544
H 1.103 -3.615 -4.395
H 2.477 4.831 -0.132
H -3.309 3.372 0.234
H -5.489 0.146 -2.349
H -7.550 0.440 -1.035
H -1.600 0.001 0.073
H 3.508 -4.826 1.832
H -3.270 -0.386 1.300
H 2.317 -1.272 -3.280
H -1.216 -1.214 -3.922
H 4.105 4.495 -1.849
H 0.453 -0.429 -8.214
H 6.259 -1.923 3.158
H 3.699 2.342 -5.535
H 6.504 -1.602 1.422
H 2.378 3.764 1.292
H -0.306 -2.794 -8.378
H -3.648 1.950 4.220
H 3.764 -3.136 2.366
H 0.928 0.277 -2.314
H -7.009 3.868 2.360
H 3.948 4.010 0.479
H 4.241 -3.628 0.733
H -5.666 4.167 0.296
H -2.037 -2.341 0.820
H 6.656 -0.282 2.603
H 4.196 0.739 6.343
H 1.850 1.253 5.841
H 1.747 -3.559 3.852
```

Its HOMO-LUMO gap is 6.00 eV. As for the net charge: -1. For the energy above the lowest of the compared OMol25 structures with the same formula, charge and spin, the calculation gives 1.453 eV.

=====

Computed, not measured: C47H38Cl2NO5OsP2S as an isolated structure at a distorted geometry, with ωB97M-V/def2-TZVPD.

Geometry as XYZ:
```
97
C47H38Cl2NO5OsP2S ωB97M-V/def2-TZVPD
Os 0.524 0.814 -0.039
Cl -1.726 -6.438 -1.567
Cl -0.735 -4.235 -7.015
S 0.322 3.124 2.468
P -2.124 1.258 0.532
P 2.956 1.743 -0.508
O 0.348 -3.393 3.006
O -1.618 -0.624 2.222
O 0.374 -1.046 1.247
O 1.073 -0.718 -1.626
O -0.723 0.406 -2.180
N 0.236 2.858 -0.779
C -4.682 0.501 -0.330
C 5.810 0.366 -3.082
C -0.869 -1.023 -4.660
C 0.232 -5.283 -0.099
C 0.683 -4.531 0.971
C -3.783 -1.828 -1.550
C -1.557 -4.390 1.869
C -0.096 -1.419 -3.574
C 1.192 3.839 -0.798
C 4.282 2.226 3.394
C -4.600 1.872 3.723
C -0.112 -2.084 3.343
C 5.754 1.967 -0.808
C 0.624 1.737 1.838
C 4.330 0.903 3.804
C 4.570 1.443 -1.321
C -3.345 0.127 -0.211
C 6.986 0.892 -2.572
C -1.125 -5.540 -0.206
C -2.910 -1.057 -0.797
C -3.877 1.273 2.706
C -0.512 -1.170 2.158
C -0.473 -3.143 -5.697
C -0.821 4.828 -0.807
C 3.502 1.546 1.227
C -2.947 3.413 2.112
C 3.876 2.552 2.107
C 2.660 3.533 -0.822
C 3.540 0.213 1.649
C -2.528 -4.004 2.950
C -5.111 -1.450 -1.670
C 0.567 5.072 -0.832
C -2.227 2.635 -0.764
C 0.501 -2.673 -3.571
C -2.006 -5.106 0.765
C -3.052 2.041 1.885
C 4.602 0.635 -2.454
C -5.562 -0.296 -1.043
C 0.085 -0.522 -2.401
C -0.199 -4.077 1.943
C 0.309 -3.546 -4.625
C -4.504 3.241 3.935
C -3.673 4.007 3.133
C -0.993 3.451 -0.771
C 6.957 1.695 -1.438
C 3.957 -0.107 2.928
C -1.048 -1.881 -5.730
H -3.124 3.242 -0.647
H -3.058 -5.339 0.675
H -3.607 5.076 3.292
H -2.088 -4.154 3.936
H 0.747 -4.534 -4.616
H -3.436 -4.602 2.876
H -1.632 -1.579 -6.588
H -5.071 3.706 4.732
H -0.942 -2.135 4.049
H 4.566 3.009 4.085
H 3.071 3.741 -1.815
H 1.099 -2.951 -2.716
H -1.879 -1.362 -0.670
H -3.934 0.206 2.544
H 0.921 -5.653 -0.844
H 0.738 -1.595 3.824
H 7.930 0.672 -3.052
H 4.660 0.655 4.804
H 3.979 -1.140 3.251
H -2.281 2.062 -1.693
H -5.243 1.273 4.355
H 1.729 -4.274 1.065
H 7.876 2.105 -1.040
H 5.830 -0.259 -3.965
H -5.799 -2.057 -2.244
H -5.036 1.412 0.135
H 3.676 0.209 -2.822
H 3.848 3.593 1.812
H -2.814 -2.955 2.853
H 3.233 -0.568 0.959
H -2.310 4.015 1.475
H -6.603 -0.009 -1.120
H -1.326 -0.043 -4.656
H 5.736 2.573 0.089
H -3.426 -2.713 -2.059
H 3.204 4.159 -0.112
H -1.614 5.559 -0.839
H 1.067 6.027 -0.880
```

Its HOMO-LUMO gap (spin up / spin down) is 6.52 / 5.27 eV. As for the net charge: 0. For the energy above the lowest of the compared OMol25 structures with the same formula, charge and spin, the calculation gives 2.442 eV. As for the spin multiplicity: 6.

=====

Computed, not measured: C47H38IrN3O2PSe2 as an isolated structure, with ωB97M-V/def2-TZVPD.

Geometry as XYZ:
```
94
C47H38IrN3O2PSe2 ωB97M-V/def2-TZVPD
Ir 0.626 0.042 -1.997
Se 3.554 2.439 -2.520
Se 2.832 0.139 -4.690
P -1.506 0.657 -1.397
O 1.639 1.485 -0.552
O 0.822 -0.204 0.573
N 2.578 -0.949 -2.143
N 0.837 2.144 -3.218
N 1.224 -0.384 3.084
C 2.264 -1.431 5.006
C 1.817 0.845 3.062
C -2.711 0.116 -3.827
C 1.752 4.343 -3.514
C -3.551 -2.334 0.565
C -0.976 -2.094 3.072
C -1.585 2.052 -0.264
C 1.844 3.028 -3.076
C 5.036 -2.250 -2.130
C -0.200 -4.164 -2.412
C -0.222 2.541 -3.926
C 1.156 -3.315 5.974
C -1.003 -4.254 5.122
C -1.606 3.355 -0.757
C 1.201 -1.329 4.092
C 2.217 1.505 4.239
C 3.415 -0.844 -3.195
C 1.467 0.874 0.538
C 0.322 -2.870 -2.622
C 2.634 2.702 1.755
C -2.043 -0.859 -0.585
C 0.121 -2.242 4.089
C -1.437 4.210 1.483
C 2.227 -2.428 5.952
C 0.633 4.741 -4.229
C -1.422 2.914 1.980
C 1.994 1.481 1.800
C -1.533 4.430 0.116
C -4.872 0.927 -4.490
C -3.923 1.631 -2.395
C -1.362 -1.970 -1.142
C -0.218 -1.765 -1.993
C -1.230 -4.366 -1.537
C 4.654 -1.473 -3.208
C 3.079 3.320 2.921
C -2.936 -3.421 0.006
C -1.841 -3.268 -0.880
C -2.789 0.865 -2.654
C 2.850 2.729 4.159
C -1.493 1.836 1.110
C -3.749 0.149 -4.743
C -0.358 3.809 -4.468
C 4.161 -2.381 -1.065
C 0.110 -3.248 5.051
C -4.959 1.664 -3.317
C -3.123 -1.029 0.240
C 2.947 -1.720 -1.113
H 2.770 3.181 0.795
H -1.388 5.051 2.161
H -1.482 0.826 1.495
H 1.984 1.070 5.199
H 5.996 -2.746 -2.125
H -1.202 -4.705 4.149
H 0.832 -0.640 2.163
H 3.118 -0.776 4.921
H 0.241 -5.004 -2.931
H -0.659 -2.451 2.085
H -1.843 -0.506 -4.021
H -4.396 -2.468 1.226
H 2.567 5.028 -3.325
H 5.297 -1.347 -4.067
H 3.039 -2.541 6.657
H -1.369 2.744 3.048
H -1.236 4.046 -5.051
H -1.855 -2.665 3.354
H -0.999 1.809 -4.076
H -3.297 -4.419 0.219
H -3.669 -0.176 0.623
H 1.138 -4.102 6.717
H -4.002 2.206 -1.481
H -0.752 -5.055 5.813
H -1.606 -5.364 -1.353
H -1.930 -3.794 5.470
H 3.151 3.236 5.065
H -1.558 5.439 -0.271
H 3.578 4.277 2.863
H -3.684 -0.433 -5.652
H -5.837 2.263 -3.116
H -5.681 0.957 -5.206
H -1.283 -1.054 2.968
H 1.167 -2.755 -3.289
H 0.555 5.752 -4.606
H 2.224 -1.814 -0.315
H 4.400 -2.993 -0.208
H -1.691 3.538 -1.822
```

Its HOMO-LUMO gap (spin up / spin down) is 8.06 / 5.09 eV. As for the net charge: +2. For the energy above the lowest of the compared OMol25 structures with the same formula, charge and spin, the calculation gives 0.000 eV. As for the spin multiplicity: 6.

=====

Computed, not measured: C47H39AsIN7O4RuSe as an isolated structure at a distorted geometry, with ωB97M-V/def2-TZVPD.

Geometry as XYZ:
```
101
C47H39AsIN7O4RuSe ωB97M-V/def2-TZVPD
I 3.992 1.157 4.746
Ru 0.800 -1.356 0.833
Se 3.100 -1.800 0.303
As 0.114 -2.995 -0.890
O -2.404 -0.789 2.788
O -1.268 -1.224 0.907
O 2.737 -1.996 3.384
O -4.708 10.234 0.822
N -1.850 4.561 1.986
N -1.725 4.616 -0.230
N 4.986 -2.051 3.310
N 0.604 0.294 -0.427
N 4.690 -0.228 -3.840
N 0.299 -2.979 2.223
N 0.538 0.246 2.239
C 2.498 -5.431 -3.168
C 0.004 1.347 0.192
C -1.490 -3.993 -0.470
C 0.220 1.377 -2.523
C -3.880 -4.078 -0.232
C -3.811 8.431 1.983
C 1.593 -4.494 -2.678
C -0.050 1.156 4.361
C -0.520 2.430 -0.520
C 4.305 0.631 -2.899
C -1.403 -5.325 -0.078
C 4.060 -2.012 -2.366
C -3.764 8.380 -0.428
C 1.398 -4.383 -1.300
C -3.185 7.205 2.019
C -0.911 -1.838 -3.444
C -4.101 9.031 0.756
C 3.014 -6.110 -0.912
C -5.007 10.896 -0.399
C -3.133 7.148 -0.376
C -2.148 5.252 0.840
C 0.778 -3.520 -4.893
C -0.643 2.344 2.373
C -2.732 -3.368 -0.547
C 4.566 -1.523 -3.563
C -2.832 6.545 0.839
C -2.558 -6.029 0.243
C -1.674 -1.488 2.125
C -1.112 -2.810 2.658
C -1.204 3.409 1.611
C -3.794 -5.406 0.168
C 3.198 -6.238 -2.285
C -0.073 -2.645 -5.549
C 0.788 -3.568 -3.503
C 3.821 -1.704 3.880
C 0.707 0.325 -1.744
C 3.649 -1.105 -1.396
C -0.049 -2.705 -2.792
C 0.524 0.170 3.559
C 2.119 -5.173 -0.418
C -1.143 3.472 0.238
C -0.041 1.313 1.636
C 3.785 0.250 -1.671
C -0.924 -1.812 -4.831
C -0.408 2.433 -1.917
C 3.925 -0.935 5.173
C -0.638 2.242 3.772
H -1.705 -3.609 2.211
H 2.012 -5.056 0.654
H 0.959 -2.821 2.980
H 0.462 -3.921 1.888
H 2.662 -5.533 -4.233
H -1.565 -1.180 -2.885
H -1.093 3.014 4.380
H 3.897 -6.969 -2.667
H -2.869 6.637 -1.291
H 4.895 -2.213 -4.334
H 3.513 1.000 -0.939
H -2.487 -7.065 0.545
H -3.987 8.820 -1.389
H -0.031 1.043 5.435
H -4.692 -5.954 0.417
H 1.190 -0.516 -2.215
H 4.961 -2.462 2.390
H 4.833 -1.160 5.724
H -2.974 6.772 2.990
H -1.215 -2.857 3.739
H -0.445 -5.827 -0.035
H 3.575 -6.736 -0.231
H -2.106 4.834 2.918
H -1.597 -1.145 -5.353
H -4.099 11.086 -0.975
H 4.422 1.683 -3.133
H 0.988 -0.706 3.987
H -2.806 -2.327 -0.829
H 3.054 -1.119 5.790
H -5.710 10.315 -0.999
H 1.424 -4.170 -5.468
H -0.808 3.265 -2.479
H 3.982 -3.078 -2.199
H -4.087 8.948 2.891
H 0.341 1.325 -3.597
H -4.844 -3.591 -0.293
H 5.865 -1.730 3.676
H -5.463 11.841 -0.122
H -0.084 -2.620 -6.630
```

Its HOMO-LUMO gap (spin up / spin down) is 7.13 / 6.14 eV. As for the net charge: +1. For the energy above the lowest of the compared OMol25 structures with the same formula, charge and spin, the calculation gives 0.000 eV. As for the spin multiplicity: 2.

=====

> net charge of number 2 (C47H38Cl2NO5OsP2S)?

0